A cluster of 16 separate species, C48H136N8O24 in total, computed with ωB97M-V/def2-TZVPD.

Each atom is followed by the atoms it is bonded to, with distances in Å.
CARTESIAN COORDINATES (ANGSTROEM)
1 C -1.080 -1.360 6.099  C2 1.489, O4 1.440, H5 1.110, H6 1.081
2 C -1.419 -2.372 5.060  C1 1.489, O3 1.436, H7 1.105, H8 1.053
3 O -2.720 -2.855 5.429  C2 1.436, H9 0.963
4 O 0.215 -0.888 5.682  C1 1.440, H10 0.945
5 H -1.087 -1.819 7.110  C1 1.110
6 H -1.777 -0.540 6.002  C1 1.081
7 H -0.682 -3.186 5.184  C2 1.105
8 H -1.488 -2.041 4.063  C2 1.053
9 H -3.332 -2.180 5.117  O3 0.963
10 H 0.650 -0.494 6.422  O4 0.945
11 C -2.460 6.019 3.449  C12 1.531, O14 1.416, H15 1.080, H16 1.097
12 C -1.725 5.359 4.618  C11 1.531, O13 1.429, H17 1.125, H18 1.074
13 O -1.171 4.132 4.137  C12 1.429, H19 0.988
14 O -3.234 5.147 2.645  C11 1.416, H20 0.962
15 H -1.724 6.497 2.820  C11 1.080
16 H -3.150 6.819 3.745  C11 1.097
17 H -2.384 5.192 5.514  C12 1.125
18 H -0.917 5.983 4.949  C12 1.074
19 H -0.404 3.821 4.678  O13 0.988
20 H -3.146 4.234 2.936  O14 0.962
21 C 1.635 -2.774 2.913  C22 1.492, O24 1.385, H25 1.079, H26 1.088
22 C 1.943 -1.562 2.098  C21 1.492, O23 1.453, H27 1.122, H28 1.093
23 O 1.545 -0.291 2.679  C22 1.453, H29 0.948
24 O 2.121 -2.680 4.207  C21 1.385, H30 0.928
25 H 2.102 -3.643 2.475  C21 1.079
26 H 0.565 -2.960 2.851  C21 1.088
27 H 1.580 -1.629 1.039  C22 1.122
28 H 3.019 -1.402 1.992  C22 1.093
29 H 2.105 -0.169 3.434  O23 0.948
30 H 1.615 -2.023 4.624  O24 0.928
31 C -4.011 0.741 4.924  C32 1.507, O34 1.410, H35 1.052, H36 1.143
32 C -5.112 1.683 4.513  C31 1.507, O33 1.417, H37 1.095, H38 1.117
33 O -4.591 2.674 3.646  C32 1.417, H39 0.965
34 O -3.623 -0.204 3.952  C31 1.410, H40 1.002
35 H -4.389 0.130 5.692  C31 1.052
36 H -3.122 1.377 5.261  C31 1.143
37 H -5.461 2.200 5.414  C32 1.095
38 H -5.981 1.166 4.039  C32 1.117
39 H -4.653 2.363 2.735  O33 0.965
40 H -2.811 0.132 3.473  O34 1.002
41 C 1.001 5.221 -0.344  C42 1.547, O44 1.395, H45 1.126, H46 1.111
42 C -0.339 5.992 -0.412  C41 1.547, O43 1.437, H47 1.092, H48 1.113
43 O -0.328 6.998 -1.438  C42 1.437, H49 0.977
44 O 1.411 4.873 -1.631  C41 1.395, H50 1.009
45 H 0.855 4.371 0.380  C41 1.126
46 H 1.690 5.967 0.109  C41 1.111
47 H -0.491 6.528 0.528  C42 1.092
48 H -1.137 5.246 -0.619  C42 1.113
49 H 0.210 6.773 -2.223  O43 0.977
50 H 2.305 4.428 -1.482  O44 1.009
51 C 1.512 -3.284 -5.143  C52 1.499, O54 1.409, H55 1.053, H56 1.055
52 C 1.210 -2.152 -4.208  C51 1.499, O53 1.414, H57 1.140, H58 1.117
53 O 1.268 -2.577 -2.861  C52 1.414, H59 1.013
54 O 2.801 -3.823 -4.962  C51 1.409, H60 0.965
55 H 1.501 -3.065 -6.172  C51 1.053
56 H 0.761 -4.015 -5.017  C51 1.055
57 H 0.257 -1.547 -4.371  C52 1.140
58 H 2.058 -1.424 -4.215  C52 1.117
59 H 0.752 -3.447 -2.812  O53 1.013
60 H 2.903 -4.024 -4.024  O54 0.965
61 C -2.378 -3.289 1.775  C62 1.543, O64 1.402, H65 1.089, H66 1.171
62 C -2.275 -4.665 2.467  C61 1.543, O63 1.391, H67 1.134, H68 1.085
63 O -2.260 -5.802 1.665  C62 1.391, H69 0.953
64 O -3.385 -3.035 0.833  C61 1.402, H70 0.963
65 H -1.406 -3.040 1.349  C61 1.089
66 H -2.459 -2.602 2.720  C61 1.171
67 H -3.241 -4.680 3.060  C62 1.134
68 H -1.393 -4.698 3.098  C62 1.085
69 H -1.427 -6.253 1.769  O63 0.953
70 H -4.194 -2.746 1.268  O64 0.963
71 C -6.328 -0.768 1.449  C72 1.529, O74 1.433, H75 1.068, H76 1.137
72 C -5.833 0.053 0.257  C71 1.529, O73 1.399, H77 1.079, H78 1.056
73 O -5.269 1.209 0.807  C72 1.399, H79 0.981
74 O -5.414 -1.716 2.013  C71 1.433, H80 0.984
75 H -7.245 -1.275 1.243  C71 1.068
76 H -6.537 -0.029 2.289  C71 1.137
77 H -6.747 0.275 -0.271  C72 1.079
78 H -5.200 -0.598 -0.283  C72 1.056
79 H -4.895 1.700 0.044  O73 0.981
80 H -4.799 -1.247 2.621  O74 0.984
81 C 0.633 1.398 -3.302  C82 1.553, H87 1.067, H88 1.063, H89 1.083
82 C 0.908 1.821 -4.771  C81 1.553, C83 1.498, N86 1.488, H90 1.055
83 C -0.220 1.572 -5.725  C82 1.498, O84 1.403, H91 1.067, H92 1.123
84 O -0.202 0.187 -5.950  C83 1.403, C85 1.433
85 C -1.382 -0.377 -6.535  O84 1.433, H93 1.060, H94 1.078, H95 1.116
86 N 1.193 3.279 -4.699  C82 1.488, H96 1.006, H97 1.016
87 H 0.358 0.371 -3.208  C81 1.067
88 H -0.032 2.046 -2.784  C81 1.063
89 H 1.572 1.421 -2.763  C81 1.083
90 H 1.765 1.309 -5.110  C82 1.055
91 H -0.088 2.069 -6.660  C83 1.067
92 H -1.183 1.912 -5.259  C83 1.123
93 H -2.189 0.306 -6.611  C85 1.060
94 H -1.610 -1.216 -5.898  C85 1.078
95 H -1.197 -0.776 -7.561  C85 1.116
96 H 2.017 3.535 -4.181  N86 1.006
97 H 0.400 3.781 -4.310  N86 1.016
98 C -1.513 -5.941 -1.624  C99 1.506, H104 1.104, H105 1.143, H106 1.070
99 C -2.253 -5.077 -2.611  C98 1.506, C100 1.605, N103 1.488, H107 1.143
100 C -2.018 -5.594 -4.113  C99 1.605, O101 1.380, H108 1.036, H109 1.100
101 O -2.529 -4.688 -5.019  C100 1.380, C102 1.430
102 C -2.958 -5.412 -6.176  O101 1.430, H110 1.076, H111 1.103, H112 1.128
103 N -3.709 -5.109 -2.304  C99 1.488, H113 1.050, H114 1.056
104 H -1.712 -5.680 -0.570  C98 1.104
105 H -0.372 -5.891 -1.657  C98 1.143
106 H -1.760 -6.982 -1.621  C98 1.070
107 H -1.737 -4.057 -2.628  C99 1.143
108 H -2.582 -6.460 -4.189  C100 1.036
109 H -0.937 -5.768 -4.220  C100 1.100
110 H -2.208 -5.996 -6.678  C102 1.076
111 H -3.510 -4.682 -6.791  C102 1.103
112 H -3.789 -6.088 -5.822  C102 1.128
113 H -4.086 -4.169 -2.578  N103 1.050
114 H -3.760 -5.134 -1.250  N103 1.056
115 C 2.220 -6.406 1.832  C116 1.546, H121 1.118, H122 1.088, H123 1.059
116 C 1.386 -6.554 0.540  C115 1.546, C117 1.488, N120 1.448, H124 1.077
117 C 2.198 -6.962 -0.639  C116 1.488, O118 1.433, H125 1.075, H126 1.080
118 O 2.853 -5.785 -1.126  C117 1.433, C119 1.392
119 C 4.000 -6.133 -1.834  O118 1.392, H127 1.096, H128 1.064, H129 1.074
120 N 0.318 -7.471 0.880  C116 1.448, H130 0.973, H131 1.036
121 H 3.164 -5.814 1.737  C115 1.118
122 H 2.617 -7.363 2.162  C115 1.088
123 H 1.646 -6.012 2.630  C115 1.059
124 H 0.962 -5.584 0.338  C116 1.077
125 H 1.601 -7.462 -1.380  C117 1.075
126 H 2.963 -7.661 -0.336  C117 1.080
127 H 4.375 -5.268 -2.393  C119 1.096
128 H 3.896 -6.944 -2.517  C119 1.064
129 H 4.743 -6.443 -1.122  C119 1.074
130 H 0.707 -8.267 1.283  N120 0.973
131 H -0.342 -7.584 0.090  N120 1.036
132 C -4.796 6.295 -1.640  C133 1.537, H138 1.054, H139 1.083, H140 1.116
133 C -5.150 4.833 -1.320  C132 1.537, C134 1.489, N137 1.452, H141 1.076
134 C -4.065 3.937 -1.807  C133 1.489, O135 1.432, H142 1.098, H143 1.076
135 O -4.594 2.609 -1.723  C134 1.432, C136 1.379
136 C -3.943 1.728 -2.561  O135 1.379, H144 1.112, H145 1.090, H146 1.097
137 N -5.602 4.682 0.052  C133 1.452, H147 1.002, H148 1.000
138 H -5.674 6.849 -1.458  C132 1.054
139 H -4.491 6.412 -2.672  C132 1.083
140 H -3.929 6.766 -1.116  C132 1.116
141 H -6.000 4.553 -1.918  C133 1.076
142 H -3.082 4.047 -1.329  C134 1.098
143 H -3.949 4.104 -2.864  C134 1.076
144 H -4.260 0.675 -2.399  C136 1.112
145 H -2.857 1.778 -2.480  C136 1.090
146 H -4.214 1.841 -3.617  C136 1.097
147 H -5.999 3.799 0.311  N137 1.002
148 H -4.943 5.012 0.729  N137 1.000
149 C 5.753 -1.515 -5.284  C150 1.532, H155 1.112, H156 1.061, H157 1.025
150 C 4.838 -0.548 -4.528  C149 1.532, C151 1.503, N154 1.491, H158 1.093
151 C 4.573 -1.108 -3.158  C150 1.503, O152 1.449, H159 1.073, H160 1.061
152 O 3.846 -0.071 -2.454  C151 1.449, C153 1.435
153 C 3.430 -0.458 -1.136  O152 1.435, H161 1.135, H162 1.153, H163 1.082
154 N 5.386 0.839 -4.522  C150 1.491, H164 1.023, H165 0.995
155 H 5.847 -1.167 -6.336  C149 1.112
156 H 5.245 -2.447 -5.273  C149 1.061
157 H 6.687 -1.610 -4.873  C149 1.025
158 H 3.907 -0.402 -5.082  C150 1.093
159 H 5.495 -1.412 -2.702  C151 1.073
160 H 3.983 -1.989 -3.151  C151 1.061
161 H 2.731 0.389 -0.851  C153 1.135
162 H 4.281 -0.613 -0.373  C153 1.153
163 H 2.938 -1.419 -1.205  C153 1.082
164 H 6.296 0.920 -4.061  N154 1.023
165 H 4.772 1.485 -4.080  N154 0.995
166 C -0.465 2.053 0.496  C167 1.528, H172 1.094, H173 1.057, H174 1.144
167 C -1.521 1.118 1.084  C166 1.528, C168 1.489, N171 1.474, H175 1.108
168 C -1.464 -0.205 0.403  C167 1.489, O169 1.405, H176 1.098, H177 1.092
169 O -1.681 -0.060 -0.977  C168 1.405, C170 1.408
170 C -1.964 -1.278 -1.625  O169 1.408, H178 1.102, H179 1.078, H180 1.099
171 N -1.363 0.897 2.533  C167 1.474, H181 1.024, H182 1.067
172 H -0.354 2.921 1.153  C166 1.094
173 H -0.727 2.430 -0.456  C166 1.057
174 H 0.496 1.451 0.353  C166 1.144
175 H -2.515 1.559 0.878  C167 1.108
176 H -2.242 -0.870 0.800  C168 1.098
177 H -0.508 -0.724 0.500  C168 1.092
178 H -1.776 -1.165 -2.705  C170 1.102
179 H -2.984 -1.599 -1.491  C170 1.078
180 H -1.346 -2.119 -1.279  C170 1.099
181 H -1.254 1.801 3.001  N171 1.024
182 H -0.440 0.375 2.645  N171 1.067
183 C 4.513 2.566 0.854  C184 1.532, H189 1.094, H190 1.083, H191 1.083
184 C 4.926 3.711 -0.075  C183 1.532, C185 1.519, N188 1.479, H192 1.088
185 C 6.419 3.711 -0.354  C184 1.519, O186 1.409, H193 1.084, H194 1.063
186 O 7.110 4.148 0.793  C185 1.409, C187 1.432
187 C 7.170 5.579 0.806  O186 1.432, H195 1.087, H196 1.074, H197 1.030
188 N 4.113 3.601 -1.306  C184 1.479, H198 1.030, H199 0.978
189 H 4.730 1.579 0.435  C183 1.094
190 H 3.463 2.537 1.117  C183 1.083
191 H 5.033 2.700 1.796  C183 1.083
192 H 4.620 4.622 0.437  C184 1.088
193 H 6.674 4.381 -1.168  C185 1.084
194 H 6.647 2.703 -0.603  C185 1.063
195 H 8.002 5.946 0.210  C187 1.087
196 H 7.309 5.840 1.838  C187 1.074
197 H 6.333 6.045 0.427  C187 1.030
198 H 4.066 2.606 -1.567  N188 1.030
199 H 4.543 4.090 -2.036  N188 0.978
200 C 2.120 4.038 3.308  C201 1.491, H206 1.108, H207 1.121, H208 1.119
201 C 1.806 2.894 4.212  C200 1.491, C202 1.571, N205 1.451, H209 1.153
202 C 3.111 2.078 4.525  C201 1.571, O203 1.449, H210 1.030, H211 1.101
203 O 2.885 0.701 4.917  C202 1.449, C204 1.382
204 C 4.057 0.217 5.465  O203 1.382, H212 1.112, H213 1.112, H214 1.092
205 N 1.162 3.370 5.423  C201 1.451, H215 1.034, H216 1.002
206 H 1.213 4.605 3.019  C200 1.108
207 H 2.485 3.702 2.302  C200 1.121
208 H 2.848 4.744 3.782  C200 1.119
209 H 1.196 2.136 3.592  C201 1.153
210 H 3.786 2.478 5.193  C202 1.030
211 H 3.728 1.955 3.621  C202 1.101
212 H 4.393 0.707 6.404  C204 1.112
213 H 4.876 0.051 4.730  C204 1.112
214 H 3.945 -0.812 5.812  C204 1.092
215 H 1.707 4.176 5.772  N205 1.034
216 H 1.096 2.588 6.047  N205 1.002

Results
Frontier orbital gap   8.8 eV
Electronic energy   -4153.89350 hartree
Relative energy (zero: lowest compared OMol25 entry of this formula, charge and spin)   302.33 kJ/mol
Charge   0

=====

An isolated molecule of C3H9NO, computed with ωB97M-V/def2-TZVPD.

Each atom is followed by the atoms it is bonded to, with distances in Å.
CARTESIAN COORDINATES (ANGSTROEM)
1 C -0.721 -2.004 -0.782  O2 1.454, H6 1.120, H7 1.158, H8 1.122
2 O -0.266 -0.624 -0.806  C1 1.454, C3 1.411
3 C 0.186 -0.369 0.507  O2 1.411, C4 1.539, H9 1.127, H10 1.088
4 C 0.876 1.005 0.577  C3 1.539, N5 1.470, H11 1.114, H12 1.113
5 N -0.073 2.106 0.357  C4 1.470, H13 1.072, H14 1.065
6 H -0.893 -2.394 -1.818  C1 1.120
7 H -1.727 -2.135 -0.223  C1 1.158
8 H 0.029 -2.721 -0.357  C1 1.122
9 H 0.872 -1.179 0.887  C3 1.127
10 H -0.663 -0.379 1.188  C3 1.088
11 H 1.447 0.986 1.533  C4 1.114
12 H 1.591 0.937 -0.272  C4 1.113
13 H -0.498 2.423 1.288  N5 1.072
14 H 0.441 2.924 -0.090  N5 1.065

Results
Frontier orbital gap   10.4 eV
Electronic energy   -249.64957 hartree
Relative energy (zero: lowest compared OMol25 entry of this formula, charge and spin)   168.35 kJ/mol
Charge   0
SMILES   COCCN

=====

- Among the records above, which one has the highest relative energy (zero: lowest compared OMol25 entry of this formula, charge and spin)?
  C48H136N8O24